61
Properties=species:S:1:pos:R:3:lowdin_charge:R:1 method="wB97M-V/def2-TZVPD" total_charge=0 spin_multiplicity=1 energy_ev=-115379.015 homo_ev=-5.52
C 6.3476 -3.1690 -0.3039 -0.0732
N 5.9010 -2.4780 -1.5208 -0.2299
C 6.3264 -3.1686 -2.7453 -0.0755
C 4.6216 -1.8357 -1.5118 -0.2214
C 4.4807 -0.4347 -1.5317 0.0125
C 3.2406 0.1449 -1.5231 -0.0052
C 2.0702 -0.6399 -1.5029 -0.2090
C 0.7909 -0.0196 -1.4752 0.0292
C -0.4167 -0.6827 -1.5490 -0.0667
C -1.6298 -0.0340 -1.4482 0.0298
C -2.9117 -0.6506 -1.4902 -0.2090
C -4.0763 0.1428 -1.5171 -0.0086
C -5.3217 -0.4245 -1.5474 0.0088
C -5.4751 -1.8241 -1.5393 -0.2239
N -6.7636 -2.4498 -1.5418 -0.2307
C -7.2203 -3.1271 -2.7623 -0.0748
C -7.2268 -3.1108 -0.3149 -0.0734
C -4.3171 -2.6168 -1.5107 -0.0029
C -3.0746 -2.0496 -1.4905 -0.0093
C 2.2210 -2.0403 -1.4850 -0.0082
C 3.4573 -2.6179 -1.4861 -0.0022
H 5.9406 -2.6729 0.5756 0.0904
H 6.0068 -4.2029 -0.3051 0.0741
H 7.4333 -3.1606 -0.2382 0.0818
H 5.9060 -2.6699 -3.6171 0.0877
H 7.4109 -3.1633 -2.8287 0.0815
H 5.9818 -4.2013 -2.7398 0.0742
H 5.3614 0.1830 -1.5506 0.1174
H 3.1357 1.2165 -1.5391 0.1191
H 0.7588 1.0510 -1.3769 0.1212
H -0.4112 -1.7407 -1.7269 0.0912
H -1.5988 1.0321 -1.3115 0.1270
H -3.9659 1.2136 -1.5222 0.1188
H -6.1984 0.1992 -1.5754 0.1165
H -6.7630 -2.6656 -3.6358 0.0875
H -6.9413 -4.1790 -2.7422 0.0739
H -8.3017 -3.0553 -2.8554 0.0809
H -6.7709 -2.6390 0.5538 0.0897
H -8.3083 -3.0348 -0.2262 0.0813
H -6.9498 -4.1634 -0.3203 0.0741
H -4.4314 -3.6867 -1.4934 0.1191
H -2.2083 -2.6821 -1.4475 0.1051
H 1.3510 -2.6681 -1.4469 0.1046
H 3.5611 -3.6882 -1.4587 0.1190
Br 2.7371 1.8882 3.2835 0.6080
C 1.5224 2.6962 2.1170 -0.7887
S 0.0590 3.4576 2.7978 0.6351
C 0.7365 4.7701 3.8135 -0.3191
C 0.9832 4.5478 5.1468 -0.0837
C 1.4781 5.5652 5.9374 -0.0764
C 1.7225 6.8042 5.3802 -0.0913
C 1.4846 7.0244 4.0385 -0.0790
C 0.9899 6.0004 3.2566 -0.0674
O -0.6347 4.1217 1.6386 -0.3999
O -0.5739 2.4649 3.7402 -0.4002
H 1.5181 2.3799 1.0995 -0.0523
H 0.7633 3.5812 5.5677 0.1058
H 1.6576 5.3997 6.9888 0.1039
H 2.0934 7.6058 5.9972 0.0993
H 1.6681 7.9973 3.6086 0.1026
H 0.7730 6.1598 2.2139 0.1107

76
Properties=species:S:1:pos:R:3:lowdin_charge:R:1 method="wB97M-V/def2-TZVPD" total_charge=+1 spin_multiplicity=1 energy_ev=-146275.951 relative_energy_kj_mol=215.9 homo_ev=-10.80
Ti -0.9544 0.1012 -0.2958 0.8077
C 3.3569 0.1813 -0.5841 -0.2199
P 1.6486 0.8310 -0.7718 0.9449
C 1.6361 1.2247 -2.5893 -0.2178
C 1.8725 2.5540 -0.1784 -0.3679
C 3.0712 3.0587 0.3146 -0.0696
C 3.1888 4.3992 0.6476 -0.0513
C 2.1195 5.2593 0.4571 -0.0531
C 0.9161 4.7653 -0.0176 -0.0781
C 0.7745 3.4111 -0.3049 -0.3667
P -0.8362 2.7000 -0.8105 0.9193
C -1.9414 3.5190 0.4114 -0.2138
C -1.2270 3.6689 -2.3200 -0.2046
H 4.0509 0.8068 -1.1440 0.0666
H 3.3829 -0.8249 -0.9889 0.0384
H 3.6315 0.1497 0.4687 0.0364
H 2.0971 2.1935 -2.7730 0.0645
H 0.6112 1.2181 -2.9628 0.0273
H 2.1896 0.4473 -3.1098 0.0493
H 3.9326 2.4192 0.4396 0.0958
H 4.1220 4.7760 1.0426 0.1151
H 2.2191 6.3120 0.6818 0.1155
H 0.0919 5.4519 -0.1609 0.1024
H -1.8929 2.9744 1.3526 0.0489
H -2.9689 3.5313 0.0512 0.0575
H -1.6239 4.5448 0.5778 0.0449
H -1.2125 4.7325 -2.0891 0.0551
H -2.2178 3.3980 -2.6866 0.0531
H -0.5016 3.4626 -3.1052 0.0460
C 5.0039 -1.3539 4.0199 -0.0295
C 3.5994 -1.1054 3.5613 -0.2436
C 3.1168 -1.7558 2.4244 -0.0213
C 1.8221 -1.5561 1.9816 -0.0634
C 0.9982 -0.7058 2.7076 -0.2704
C 1.4474 -0.0476 3.8425 -0.0245
C 2.7513 -0.2475 4.2603 -0.0055
S -0.6286 -0.3813 2.1410 0.6225
O -1.6129 -0.3710 3.1577 -0.1755
O -0.8949 -1.2876 0.9623 -0.3755
O -0.5470 0.9398 1.3957 -0.4393
H 5.7170 -1.1008 3.2348 0.0901
H 5.1380 -2.4126 4.2440 0.0954
H 5.2378 -0.7741 4.9093 0.0828
H 3.7638 -2.4369 1.8869 0.1331
H 1.4521 -2.0754 1.1087 0.0884
H 0.7702 0.5984 4.3855 0.1295
H 3.1058 0.2592 5.1473 0.1238
Cl -5.9415 -3.9958 -2.7104 0.7123
C -5.1493 -2.6335 -2.0159 -0.6711
C -5.2042 -2.4313 -0.6457 -0.0917
C -4.5185 -1.3688 -0.0877 -0.0368
C -3.7724 -0.4994 -0.8825 -0.3148
C -2.9958 0.6228 -0.2959 -0.1741
C -3.7721 -0.6968 -2.2672 -0.0556
C -4.4452 -1.7599 -2.8334 -0.0952
H -5.7639 -3.1155 -0.0235 0.1159
H -4.5360 -1.2229 0.9857 0.1259
H -3.2573 0.7762 0.7564 0.0907
H -3.2083 1.5287 -0.8650 0.0494
H -3.2054 -0.0186 -2.8988 0.1198
H -4.4168 -1.9316 -3.9002 0.1135
F -0.2572 -1.7106 -4.3475 0.1493
C -0.2504 -2.7608 -3.5210 -0.6620
F -1.4465 -3.3071 -3.5164 0.1836
F 0.6465 -3.6302 -3.9375 0.1932
S 0.2700 -2.0479 -1.8699 0.6889
O -0.6548 -0.8357 -1.8288 -0.4218
O 1.6157 -1.6198 -2.0778 -0.3013
N 0.2405 -3.1294 -0.7612 -0.2612
S -1.1511 -3.9516 -0.4657 0.6541
O -2.2390 -3.1133 -0.8503 -0.2709
O -1.0625 -5.2638 -0.9972 -0.2224
C -1.2871 -4.2569 1.3964 -0.6479
F -0.1981 -3.9086 2.0878 0.1424
F -2.3416 -3.6178 1.8828 0.1567
F -1.4741 -5.5526 1.5673 0.1680

66
Properties=species:S:1:pos:R:3:lowdin_spin:R:1 method="wB97M-V/def2-TZVPD" total_charge=+1 spin_multiplicity=5 energy_ev=-99841.839 relative_energy_kj_mol=132.0 homo_ev="-11.09 / -11.18"
Mn 0.4966 0.7921 -0.3970 4.2538
N 4.1696 -0.9862 0.3282 0.0030
C 4.6125 -0.2658 -0.7822 0.0003
C 5.8703 -0.1978 -1.2965 0.0003
C 6.0112 0.6461 -2.3748 -0.0003
C 4.9754 1.4955 -2.7636 0.0003
C 3.7480 1.5012 -2.1677 0.0014
C 3.5700 0.5593 -1.1171 0.0043
N 2.5111 0.3089 -0.2676 -0.0083
C 2.8993 -0.6421 0.5592 0.0080
C 1.8561 -1.1910 1.5316 0.0041
C 2.0140 -2.0934 2.5891 0.0014
S 0.5598 -2.1943 3.4851 0.0051
C -0.1568 -0.9433 2.4474 0.0079
N 0.6993 -0.5024 1.5343 0.0378
H 4.7533 -1.5832 0.9231 0.0002
H 6.7125 -0.8735 -0.9335 0.0000
H 6.8657 0.5924 -2.9949 0.0000
H 5.2625 2.1739 -3.5828 0.0000
H 2.8766 1.9961 -2.4924 0.0013
H 2.8747 -2.7931 2.7287 0.0002
H -1.1333 -0.6188 2.6768 0.0002
C -5.3347 -1.2054 4.4314 0.0001
C -4.7177 -0.6636 3.1750 0.0005
C -4.2196 -1.5041 2.2134 0.0000
C -3.7261 -1.0180 1.0149 0.0006
C -3.5988 0.3256 0.7701 0.0008
C -4.0712 1.1677 1.7754 0.0006
C -4.6767 0.6963 2.9027 -0.0001
S -2.8780 0.8952 -0.7138 0.0089
O -3.6001 2.0321 -1.1940 0.0009
O -2.8298 -0.2752 -1.5659 0.0024
N -1.3951 1.4121 -0.3843 0.0083
C -1.1424 2.7797 -0.0217 0.0135
C -1.9842 3.8779 0.0983 0.0012
C -1.4276 5.0715 0.4726 0.0034
C -0.0965 5.2155 0.5879 0.0028
C 0.6944 4.0901 0.3809 0.0079
N 0.1944 2.9113 0.0743 0.0423
H -4.5091 -1.7703 4.9330 0.0000
H -6.1496 -1.8827 4.2441 0.0000
H -5.6942 -0.4673 5.1360 0.0000
H -4.3336 -2.5786 2.3355 0.0000
H -3.5565 -1.7112 0.1541 0.0000
H -3.9920 2.1947 1.5823 0.0000
H -5.0836 1.4744 3.5154 0.0000
H -2.9876 3.8522 -0.1931 0.0001
H -2.1293 5.8702 0.7772 0.0001
H 0.4886 6.0995 0.7775 0.0003
H 1.7702 4.2427 0.3816 0.0004
C -0.3300 -2.7639 -3.6270 -0.0182
Si 0.5490 -2.1351 -2.1008 -0.0258
C -0.3547 -2.7328 -0.5614 0.0011
C 2.3359 -2.7069 -2.0983 0.0008
C 0.5066 -0.2258 -2.2930 -0.3518
H 0.0139 -3.7902 -3.7122 -0.0028
H 0.1046 -2.1443 -4.4337 -0.0011
H -1.3827 -2.8182 -3.6705 -0.0002
H -0.6159 -3.8072 -0.7291 0.0004
H -1.3026 -2.1914 -0.3691 0.0006
H 0.4065 -2.7695 0.3561 0.0001
H 2.5192 -3.7808 -2.2631 0.0001
H 2.9127 -2.4807 -1.2269 0.0001
H 2.7562 -2.2903 -3.0267 -0.0002
H -0.5080 -0.0155 -2.6889 -0.0082
H 1.3275 0.3396 -2.8494 -0.0106